Record 1
{"formula": "C29H27NO3PPdS2", "method": "the ωB97M-V functional and the def2-TZVPD basis", "homo_lumo_gap_ha": 0.236, "total_charge": 1, "de_lowest_kcal_mol": 0.0, "symbols": ["Pd", "S", "C", "C", "C", "C", "C", "C", "S", "H", "H", "H", "H", "O", "C", "O", "C", "C", "C", "C", "C", "C", "P", "C", "C", "C", "C", "C", "C", "C", "C", "C", "C", "C", "C", "H", "H", "H", "H", "H", "H", "H", "H", "H", "H", "H", "H", "H", "H", "C", "N", "C", "C", "C", "O", "H", "H", "H", "H", "H", "H", "H", "H", "H"], "xyz": [[0.9322, -1.3441, -1.0235], [2.0925, 0.2251, -2.0738], [1.1282, 0.5949, -3.4880], [1.4513, 1.6869, -4.2939], [0.6760, 1.9683, -5.4002], [-0.4315, 1.1729, -5.6958], [-0.7474, 0.0860, -4.9039], [0.0483, -0.2211, -3.7991], [-0.2830, -1.6548, -2.8399], [2.3063, 2.3043, -4.0441], [0.9246, 2.8093, -6.0334], [-1.0452, 1.4017, -6.5568], [-1.6009, -0.5376, -5.1397], [3.9320, -0.4098, 1.2721], [2.9362, 0.2197, 1.1302], [1.7399, -0.3882, 0.7710], [2.6921, 1.6638, 1.3222], [3.6230, 2.5495, 1.8362], [3.2431, 3.8737, 1.9997], [1.9617, 4.2906, 1.6507], [1.0396, 3.3996, 1.1163], [1.4186, 2.0749, 0.9534], [0.4170, 0.7104, 0.3272], [-0.6582, 0.0806, 1.6412], [-1.5543, -0.9664, 1.4256], [-2.3230, -1.4482, 2.4733], [-2.2017, -0.8975, 3.7418], [-1.3088, 0.1405, 3.9615], [-0.5374, 0.6294, 2.9174], [-0.6928, 1.5312, -0.8645], [-0.1917, 2.5657, -1.6544], [-1.0234, 3.2429, -2.5313], [-2.3531, 2.8719, -2.6528], [-2.8541, 1.8296, -1.8846], [-2.0320, 1.1591, -0.9960], [4.6118, 2.2015, 2.1029], [3.9465, 4.5891, 2.4034], [1.6804, 5.3257, 1.7910], [0.0499, 3.7352, 0.8359], [-1.6447, -1.4161, 0.4455], [-3.0264, -2.2522, 2.2963], [-2.8066, -1.2732, 4.5564], [-1.2114, 0.5760, 4.9469], [0.1557, 1.4388, 3.1055], [0.8524, 2.8425, -1.5884], [-0.6224, 4.0461, -3.1346], [-2.9992, 3.3925, -3.3472], [-3.8922, 1.5385, -1.9724], [-2.4509, 0.3620, -0.4032], [1.2285, -3.0890, 2.3013], [0.1035, -3.9252, 1.9042], [-0.4661, -4.7435, 2.9655], [-0.3593, -3.9005, 0.6576], [-1.4628, -4.8433, 0.2569], [0.0939, -3.1285, -0.2107], [1.8046, -3.6227, 3.0551], [0.8781, -2.1437, 2.7214], [1.8687, -2.8866, 1.4491], [-0.5634, -4.1325, 3.8633], [0.1852, -5.5900, 3.1883], [-1.4500, -5.1115, 2.6976], [-1.2582, -5.8670, 0.5660], [-1.5600, -4.8012, -0.8233], [-2.4095, -4.5363, 0.7060]], "lowdin_charge": [0.511, 0.767, -0.663, -0.119, -0.079, -0.071, -0.104, -0.665, 0.698, 0.114, 0.110, 0.110, 0.110, 0.187, -0.475, -0.326, -0.140, 0.026, -0.031, -0.034, -0.045, -0.250, 1.006, -0.276, -0.110, -0.063, -0.058, -0.055, -0.055, -0.325, -0.128, -0.058, -0.050, -0.053, -0.070, 0.135, 0.118, 0.118, 0.123, 0.092, 0.112, 0.114, 0.115, 0.110, 0.104, 0.117, 0.115, 0.114, 0.091, -0.007, -0.122, -0.023, -0.478, 0.027, -0.153, 0.104, 0.090, 0.082, 0.098, 0.105, 0.082, 0.095, 0.094, 0.092]}

***

Record 2
{"formula": "C29H28AlBrN12OSSe", "method": "the ωB97M-V functional and the def2-TZVPD basis", "homo_lumo_gap_ha": 0.273, "total_charge": 2, "de_lowest_kcal_mol": 0.0, "symbols": ["Al", "C", "C", "C", "C", "C", "Br", "N", "C", "H", "H", "H", "H", "H", "H", "C", "N", "C", "N", "C", "N", "C", "C", "C", "C", "C", "C", "C", "N", "N", "C", "O", "C", "C", "C", "C", "C", "C", "N", "C", "N", "C", "N", "C", "H", "H", "H", "H", "H", "H", "H", "H", "H", "H", "H", "H", "H", "H", "H", "H", "Se", "C", "N", "C", "N", "C", "N", "S", "H", "H", "H", "H", "H", "H"], "xyz": [[-0.1514, 0.4983, 1.9920], [0.6147, 5.2658, 4.4738], [1.0391, 3.8307, 4.3687], [2.0319, 3.2824, 5.1773], [2.3824, 1.9452, 5.0670], [1.7210, 1.1896, 4.1264], [2.0963, -0.6484, 3.9073], [0.7750, 1.6853, 3.3293], [0.4361, 2.9807, 3.4560], [1.2745, 5.8207, 5.1365], [-0.3993, 5.3366, 4.8691], [0.6247, 5.7500, 3.4977], [2.5346, 3.9041, 5.9076], [3.1418, 1.5023, 5.6942], [-0.3522, 3.3263, 2.7976], [4.5535, 0.0553, -0.9146], [3.3641, 0.5419, -0.2048], [2.4481, -0.1437, 0.4568], [1.4806, 0.6851, 0.8505], [1.8868, 1.9018, 0.3638], [3.0177, 1.8443, -0.2764], [4.3629, 0.1647, -2.4085], [5.3802, 0.6279, -3.2296], [5.1759, 0.7243, -4.6018], [3.9549, 0.3841, -5.1586], [2.9334, -0.0749, -4.3315], [3.1467, -0.1955, -2.9657], [1.6114, -0.3921, -4.8642], [1.1204, -0.2049, -6.0372], [-0.2053, -0.6189, -5.9797], [-0.4058, -1.0226, -4.7777], [0.7024, -0.9172, -4.0014], [-1.6200, -1.5252, -4.1406], [-2.8693, -1.3037, -4.7143], [-4.0066, -1.7402, -4.0560], [-3.9046, -2.3826, -2.8274], [-2.6573, -2.6219, -2.2646], [-2.5469, -3.3819, -0.9723], [-1.7015, -2.6954, 0.0236], [-1.3099, -1.4351, 0.0823], [-0.6273, -1.2500, 1.2190], [-0.6477, -2.4818, 1.8173], [-1.2860, -3.3742, 1.1170], [-1.5163, -2.2018, -2.9333], [4.7061, -0.9761, -0.5940], [5.3995, 0.6509, -0.5778], [2.4989, -1.2045, 0.6386], [1.3221, 2.8109, 0.4851], [6.3317, 0.9233, -2.8049], [5.9731, 1.0847, -5.2368], [3.7793, 0.4774, -6.2216], [2.3386, -0.5502, -2.3379], [-2.9342, -0.7858, -5.6616], [-4.9803, -1.5716, -4.4948], [-4.8019, -2.7123, -2.3175], [-2.1012, -4.3672, -1.1062], [-3.5288, -3.5201, -0.5210], [-1.5302, -0.6925, -0.6677], [-0.1926, -2.6913, 2.7712], [-0.5327, -2.4052, -2.5260], [-3.5810, 1.7570, -0.6740], [-2.1531, 1.7247, 0.3097], [-1.1997, 1.6416, 1.0079], [-4.8588, -1.2144, 1.9468], [-3.6376, -0.5265, 2.3461], [-2.9589, -0.7989, 3.4474], [-3.3826, -1.7646, 4.2534], [-1.5411, 0.0852, 3.9082], [-5.1617, -0.8239, 0.9794], [-5.6669, -1.0349, 2.6584], [-4.6803, -2.2873, 1.8557], [-3.3849, 0.3075, 1.8339], [-4.2804, -2.2073, 4.1355], [-2.8640, -1.9637, 5.0936]], "lowdin_charge": [-0.175, -0.014, -0.206, 0.040, -0.043, -0.675, 0.913, -0.074, -0.043, 0.091, 0.101, 0.097, 0.139, 0.125, 0.132, -0.044, -0.094, -0.105, 0.043, -0.132, 0.180, -0.203, -0.014, -0.033, 0.010, -0.125, 0.021, -0.283, 0.144, 0.144, -0.293, 0.108, -0.121, 0.014, -0.033, -0.021, -0.218, -0.042, -0.068, -0.075, 0.035, -0.168, 0.164, 0.010, 0.140, 0.138, 0.150, 0.130, 0.122, 0.119, 0.128, 0.114, 0.129, 0.119, 0.119, 0.145, 0.128, 0.130, 0.118, 0.129, 0.750, -0.870, 0.071, -0.033, -0.005, -0.758, 0.162, 0.828, 0.083, 0.106, 0.094, 0.065, 0.119, 0.119]}

***

Record 3
{"formula": "C29H28BN9STl", "method": "the ωB97M-V functional and the def2-TZVPD basis", "homo_lumo_gap_ha": [0.239, 0.139], "multiplicity": 2, "total_charge": 2, "symbols": ["Tl", "C", "C", "C", "C", "N", "N", "B", "N", "C", "C", "C", "C", "N", "N", "C", "C", "C", "C", "N", "N", "C", "C", "C", "C", "N", "H", "H", "H", "H", "H", "H", "H", "H", "H", "H", "H", "H", "H", "H", "H", "H", "H", "H", "H", "H", "S", "C", "C", "C", "C", "C", "C", "N", "C", "C", "C", "C", "C", "C", "C", "H", "H", "H", "H", "H", "H", "H", "H"], "xyz": [[0.4328, 0.0184, 0.4091], [2.2121, -2.1224, -1.9580], [0.7384, -1.9882, -2.1580], [-0.0717, -2.4884, -3.1777], [-1.3554, -2.0962, -2.8485], [-1.3186, -1.3940, -1.7057], [-0.0315, -1.3415, -1.2790], [-2.5104, -0.7515, -0.8849], [-2.3160, 0.8052, -0.9368], [-3.0390, 1.8098, -1.4631], [-2.4558, 3.0113, -1.1096], [-1.3497, 2.6748, -0.3343], [-0.3773, 3.5706, 0.3613], [-1.2765, 1.3452, -0.2312], [-2.4039, -1.2046, 0.6068], [-3.3690, -1.7033, 1.3965], [-2.8493, -1.9249, 2.6552], [-1.5181, -1.5223, 2.5778], [-0.4654, -1.4996, 3.6372], [-1.2652, -1.0941, 1.3390], [-3.7926, -1.2581, -1.4632], [-4.1704, -2.5673, -1.5041], [-5.4061, -2.6295, -2.0827], [-5.7343, -1.2871, -2.3788], [-6.9850, -0.7641, -3.0174], [-4.7699, -0.4692, -2.0074], [2.7513, -1.9350, -2.8856], [2.4627, -3.1321, -1.6318], [2.5797, -1.4273, -1.1995], [0.2358, -3.0687, -4.0307], [-2.2896, -2.2692, -3.3579], [-3.9283, 1.5864, -2.0260], [-2.8033, 3.9995, -1.3585], [-0.0792, 4.3988, -0.2806], [0.5206, 3.0336, 0.6720], [-0.8307, 3.9983, 1.2560], [-4.3636, -1.8677, 1.0162], [-3.3621, -2.3233, 3.5133], [-0.7616, -2.1166, 4.4819], [-0.3105, -0.4852, 4.0124], [0.4830, -1.8896, 3.2604], [-3.5379, -3.3494, -1.1135], [-6.0021, -3.5065, -2.2706], [-7.6397, -1.5838, -3.3053], [-6.7550, -0.1818, -3.9088], [-7.5308, -0.1194, -2.3294], [3.6895, 2.7234, -2.1430], [2.4703, 2.4840, -3.3326], [2.4258, 2.9166, -4.6389], [1.2960, 2.5801, -5.3769], [0.2073, 1.8179, -4.8321], [0.2332, 1.3810, -3.5516], [1.3833, 1.7076, -2.7682], [1.5636, 1.3645, -1.5025], [2.7197, 1.8185, -1.0044], [3.0917, 1.5681, 0.3480], [4.2946, 2.1095, 0.8550], [4.6627, 1.8850, 2.1609], [3.8430, 1.1157, 2.9809], [2.6474, 0.5657, 2.5011], [2.2581, 0.7823, 1.2007], [3.2272, 3.4951, -5.0769], [1.2286, 2.9097, -6.4060], [-0.6423, 1.5990, -5.4640], [-0.5766, 0.8117, -3.1131], [4.9354, 2.7106, 0.2206], [5.5817, 2.3030, 2.5471], [4.1318, 0.9360, 4.0088], [2.0418, -0.0307, 3.1700]], "mulliken_spin": [0.011, 0.001, 0.000, 0.000, 0.001, 0.000, -0.001, 0.002, -0.001, 0.001, -0.002, 0.002, -0.002, 0.000, 0.000, 0.000, 0.000, 0.001, 0.000, 0.000, 0.000, 0.000, 0.000, 0.000, 0.000, 0.000, 0.000, 0.000, -0.002, 0.000, 0.000, 0.000, 0.000, 0.001, 0.002, 0.000, 0.000, 0.000, 0.000, 0.000, 0.000, 0.000, 0.000, 0.000, 0.000, 0.000, -0.041, 0.159, -0.008, 0.218, 0.029, 0.047, 0.186, 0.075, 0.012, 0.089, 0.073, -0.014, 0.103, -0.024, 0.044, 0.005, 0.000, 0.001, 0.021, 0.000, 0.002, 0.000, 0.011]}